DFT (ωB97M-V/def2-TZVPD) results for a structure of composition C16H14N2O5RuS2.

Atoms and positions in Å:
Ru  -0.7446  0.3580  0.2622
O  -0.7359  -0.1028  2.3070
C  -0.2877  -1.2272  2.7238
C  0.6210  -1.2338  3.8139
C  1.0389  -2.3960  4.3979
C  0.5882  -3.6300  3.9170
C  -0.2248  -3.6703  2.8145
C  -0.6699  -2.5019  2.1721
C  -1.4206  -2.6126  0.9697
N  -1.8345  -1.6087  0.2722
C  -2.5405  -1.7962  -0.9670
C  -1.7327  -1.1434  -2.0999
N  -1.4769  0.2397  -1.7596
C  -0.8257  0.9870  -2.6081
C  -0.3879  2.3172  -2.3568
C  0.2875  3.0139  -3.3735
C  0.7478  4.2937  -3.1909
C  0.5688  4.9239  -1.9576
C  -0.0704  4.2766  -0.9322
C  -0.5778  2.9635  -1.0789
O  -1.2075  2.4215  -0.1002
H  0.9708  -0.2694  4.1560
H  1.7201  -2.3612  5.2377
H  0.9061  -4.5441  4.3969
H  -0.5337  -4.6262  2.4135
H  -1.6203  -3.6337  0.6167
H  -3.5056  -1.2826  -0.8763
H  -2.7116  -2.8627  -1.1870
H  -2.2738  -1.2210  -3.0514
H  -0.7713  -1.6726  -2.1969
H  -0.5521  0.5602  -3.5779
H  0.4539  2.5046  -4.3139
H  1.2599  4.8100  -3.9887
H  0.9338  5.9307  -1.8059
H  -0.2022  4.7516  0.0303
O  3.7469  1.3887  0.6926
S  3.6133  0.0166  0.2549
O  4.2536  -0.3087  -1.0008
O  3.7063  -0.9932  1.2854
S  1.4919  -0.0610  -0.3102

Cartesian forces (eV/Å) of the 6 atoms listed first:
Ru -1.0 -0.9 -0.3
O 0.4 1.0 -0.3
C 0.1 -0.6 0.1
C -0.1 0.1 0.1
C -0.1 0.2 0.0
C 0.0 -0.4 -0.1

Gap between HOMO and LUMO (alpha / beta) in eV: 6.5 / 6.7
2S+1: 2
LUMO (alpha / beta) in eV: 1.7 / 2.0
Net charge: -1
Total energy in eV: -54289.567